{"formula": "C20H24N4O4S2", "method": "the ωB97M-V functional and the def2-TZVPD basis", "elements": ["C", "O", "C", "C", "C", "C", "N", "C", "C", "O", "N", "C", "C", "C", "C", "C", "S", "S", "O", "O", "C", "C", "C", "N", "N", "C", "C", "C", "C", "C", "H", "H", "H", "H", "H", "H", "H", "H", "H", "H", "H", "H", "H", "H", "H", "H", "H", "H", "H", "H", "H", "H", "H", "H"], "xyz": [[-1.4540, 2.5989, -6.2383], [-1.8895, 2.8092, -4.9172], [-1.2385, 2.1666, -3.9079], [-1.7172, 2.4086, -2.6196], [-1.1400, 1.7983, -1.5273], [-0.0517, 0.9474, -1.6936], [0.5698, 0.3413, -0.5790], [0.6403, -1.1021, -0.5414], [-0.7131, -1.8069, -0.7195], [-0.8451, -2.7559, -1.4651], [-1.6978, -1.2772, 0.0205], [-3.0150, -1.8693, 0.0908], [-3.3388, -2.2754, 1.4896], [-4.4848, -2.0762, 2.1933], [-4.4254, -2.5946, 3.5075], [-3.2305, -3.1716, 3.7840], [-2.1537, -3.1048, 2.4443], [0.5089, 1.1421, 0.8921], [0.7172, 2.5333, 0.6317], [-0.6815, 0.7778, 1.6279], [1.9172, 0.4824, 1.7087], [2.0090, -0.4486, 2.7693], [0.9033, -1.1590, 3.4585], [3.2780, -0.6329, 3.0799], [3.9999, 0.1395, 2.2627], [5.4297, 0.1599, 2.3664], [3.2253, 0.8399, 1.4133], [3.7476, 1.7742, 0.3916], [0.4302, 0.7101, -2.9734], [-0.1597, 1.3056, -4.0744], [-1.5417, 1.5469, -6.5285], [-2.1117, 3.2002, -6.8641], [-0.4200, 2.9303, -6.3789], [-2.5565, 3.0751, -2.5018], [-1.5219, 1.9851, -0.5367], [1.0526, -1.3836, 0.4307], [1.3138, -1.4693, -1.3218], [-1.4935, -0.5198, 0.6689], [-3.7691, -1.1586, -0.2659], [-3.0012, -2.7374, -0.5798], [-5.3469, -1.5768, 1.7887], [-5.2364, -2.5315, 4.2107], [-2.9069, -3.6355, 4.6943], [1.1681, -1.3287, 4.4984], [0.7256, -2.1286, 2.9921], [-0.0085, -0.5724, 3.3907], [5.7110, -0.5642, 3.1275], [5.8871, -0.1121, 1.4140], [5.7814, 1.1504, 2.6609], [4.1975, 1.2263, -0.4368], [4.5056, 2.4285, 0.8195], [2.9243, 2.3750, 0.0148], [1.2706, 0.0495, -3.1182], [0.2368, 1.0906, -5.0540]], "forces_ev_per_a": [[0.06, -0.03, -0.20], [-0.04, 0.00, 0.35], [0.02, -0.02, 0.15], [0.00, 0.01, -0.19], [-0.03, -0.05, -0.25], [-0.23, 0.46, -0.56], [0.25, 0.40, 0.98], [-0.04, -0.55, -0.07], [0.29, 0.25, -0.07], [0.15, -0.30, -0.16], [-0.37, 0.19, 0.25], [-0.03, -0.14, -0.34], [0.17, -0.11, 0.21], [0.16, 0.00, -0.27], [0.05, -0.13, 0.21], [0.25, -0.08, -0.17], [-0.55, 0.17, 0.03], [0.81, -0.22, 0.08], [0.00, 0.03, -0.13], [0.26, -0.02, 0.07], [-0.24, 0.24, -0.21], [0.08, 0.13, -0.10], [0.05, -0.07, 0.09], [-0.31, -0.59, 0.68], [-0.76, 0.46, -0.62], [0.46, 0.06, 0.02], [0.01, 0.00, -0.02], [0.09, 0.03, -0.05], [-0.03, -0.02, 0.41], [-0.17, 0.12, -0.29], [0.02, 0.03, 0.02], [0.08, -0.06, 0.00], [-0.03, -0.03, 0.01], [-0.10, 0.08, 0.03], [-0.16, 0.07, 0.02], [0.06, -0.19, -0.14], [-0.12, 0.02, 0.15], [-0.01, -0.19, -0.16], [0.03, -0.14, 0.02], [-0.08, 0.21, 0.08], [-0.13, 0.13, -0.13], [-0.11, 0.00, 0.16], [0.01, -0.08, 0.23], [-0.02, -0.03, 0.08], [-0.07, -0.03, 0.00], [-0.05, -0.11, 0.10], [-0.03, 0.05, -0.06], [0.00, 0.00, 0.05], [0.00, -0.05, 0.00], [0.05, 0.00, -0.07], [0.04, 0.08, -0.03], [0.12, 0.06, -0.06], [0.12, -0.07, -0.01], [0.00, 0.00, -0.09]], "mulliken_charge": [-0.85, -0.46, 0.89, -1.04, 0.24, -0.19, 0.09, -0.71, 0.61, -0.72, 0.24, -0.99, 0.70, -0.80, -0.35, -0.58, -0.09, 1.30, -0.65, -0.85, 0.70, 0.63, -1.21, -1.07, 0.86, -0.88, -0.59, -1.64, -0.79, -0.37, 0.34, 0.25, 0.34, 0.43, 0.55, 0.36, 0.23, 0.27, 0.31, 0.44, 0.42, 0.40, 0.42, 0.47, 0.21, 0.31, 0.30, 0.31, 0.30, 0.32, 0.50, 0.31, 0.37, 0.41], "lumo_energy_ev": 0.56, "total_energy_ha": -2092.8679, "fmax_ha_per_bohr": 0.021, "smiles": "COc1ccc(N(CC(=O)NCc2cccs2)S(=O)(=O)c2c(C)nn(C)c2C)cc1", "relative_energy_kcal_mol": 57.84}

=====

{"formula": "C20H24N4PtS", "method": "the ωB97M-V functional and the def2-TZVPD basis", "elements": ["Pt", "S", "N", "C", "C", "C", "C", "C", "N", "C", "C", "N", "C", "C", "C", "C", "C", "N", "H", "H", "H", "H", "H", "H", "C", "C", "C", "C", "H", "H", "H", "H", "H", "H", "H", "H", "H", "C", "C", "C", "C", "H", "H", "H", "H", "H", "H", "H", "H", "H"], "xyz": [[-0.6627, 0.0895, -0.7632], [5.3863, -0.9075, 3.7997], [5.2373, -0.9330, 2.1946], [3.9645, -0.8216, 1.8629], [3.4263, -0.7865, 0.5404], [4.1953, -0.9548, -0.6041], [3.5656, -0.8758, -1.8453], [2.2095, -0.6114, -1.8994], [1.4565, -0.4516, -0.8073], [2.0270, -0.5516, 0.4243], [1.1940, -0.4255, 1.5733], [-0.1249, -0.1837, 1.3744], [-0.9597, -0.1288, 2.4112], [-0.5400, -0.3107, 3.7145], [0.8138, -0.5238, 3.9703], [1.6998, -0.5617, 2.9004], [3.1148, -0.7144, 3.0277], [3.8203, -0.7470, 4.1436], [5.2590, -1.1252, -0.5152], [4.1224, -1.0178, -2.7565], [1.7071, -0.5132, -2.8545], [-1.9987, 0.0681, 2.1777], [-1.2468, -0.2680, 4.5256], [1.1766, -0.6697, 4.9769], [-2.3521, -3.4365, -0.8870], [-2.9768, -2.0708, -0.6249], [-4.5097, -2.1005, -0.7838], [-2.4156, -0.9599, -1.4665], [-2.7771, -4.1758, -0.2130], [-1.2724, -3.4142, -0.7433], [-2.5497, -3.7622, -1.9079], [-2.8164, -1.8418, 0.4446], [-4.7723, -2.2561, -1.8278], [-4.9635, -1.1685, -0.4567], [-4.9291, -2.9126, -0.1970], [-3.1469, -0.1530, -1.5641], [-2.0564, -1.3021, -2.4459], [0.5099, 3.3076, -0.4647], [-0.3231, 3.0400, -1.7199], [-1.0467, 4.3268, -2.1862], [-1.3638, 1.9823, -1.5009], [1.1190, 4.1988, -0.6013], [1.1815, 2.4706, -0.2572], [-0.1328, 3.4664, 0.4010], [0.3399, 2.7471, -2.5443], [-1.6895, 4.7117, -1.3965], [-1.6539, 4.1423, -3.0698], [-0.2983, 5.0757, -2.4316], [-1.8907, 1.7410, -2.4289], [-2.0584, 2.2670, -0.6981]], "forces_ev_per_a": [[2.03, -1.19, 1.57], [-1.12, 0.10, -0.82], [0.55, -0.11, -0.52], [-0.09, 0.03, 1.77], [-1.13, 0.21, -0.10], [-0.44, 0.14, -0.91], [0.55, -0.11, 0.77], [-0.71, 0.18, -0.09], [-0.33, 0.10, 0.72], [1.56, -0.23, -0.79], [-0.09, 0.05, 1.27], [-0.10, 0.17, -1.74], [-0.66, 0.22, -0.63], [0.94, -0.13, 0.27], [-0.87, 0.11, -0.19], [-0.57, 0.18, -1.08], [1.73, -0.19, -0.65], [-0.42, -0.04, 0.75], [0.04, -0.06, 0.00], [0.00, 0.04, -0.14], [-0.09, -0.02, 0.02], [0.00, 0.01, -0.02], [-0.19, 0.00, 0.00], [0.07, 0.06, 0.08], [-0.01, 0.20, -0.15], [0.13, -0.33, 1.26], [0.27, 0.10, -0.33], [-0.46, 1.86, 0.05], [0.04, -0.07, 0.02], [0.12, -0.06, 0.04], [-0.01, -0.03, -0.07], [0.10, 0.04, -0.19], [-0.11, -0.07, -0.10], [-0.03, 0.09, 0.04], [0.01, -0.09, 0.05], [0.04, -0.23, -0.42], [0.13, 0.26, -0.07], [0.00, -0.07, -0.24], [0.90, -0.06, 0.13], [-0.16, -0.46, 0.15], [-1.33, -0.58, 0.02], [0.07, -0.02, 0.05], [0.07, 0.01, 0.11], [-0.05, 0.05, 0.08], [-0.02, -0.05, 0.14], [-0.03, 0.07, 0.05], [-0.03, 0.03, -0.05], [0.06, 0.05, 0.00], [-0.25, -0.09, 0.23], [-0.12, -0.06, -0.35]], "mulliken_charge": [1.40, 0.30, -0.64, 0.82, 0.03, -0.45, -0.70, -0.27, -0.60, 0.19, 0.38, -0.56, -0.27, -0.82, -0.45, 0.04, 0.83, -0.64, 0.58, 0.47, 0.49, 0.58, 0.47, 0.58, -1.54, 1.08, -1.69, -1.06, 0.42, 0.32, 0.39, -0.08, 0.39, 0.42, 0.44, 0.45, 0.60, -1.21, 0.67, -1.59, -1.25, 0.45, 0.21, 0.32, 0.19, 0.40, 0.43, 0.42, 0.52, 0.55], "lumo_energy_ev": -9.86, "total_energy_ha": -1512.3747, "fmax_ha_per_bohr": 0.055, "charge": 2, "relative_energy_kcal_mol": 82.98}

=====

{"formula": "C20H24NO2", "method": "the ωB97M-V functional and the def2-TZVPD basis", "elements": ["C", "C", "C", "N", "C", "C", "C", "C", "C", "O", "C", "C", "C", "C", "C", "O", "C", "C", "C", "C", "C", "C", "C", "H", "H", "H", "H", "H", "H", "H", "H", "H", "H", "H", "H", "H", "H", "H", "H", "H", "H", "H", "H", "H", "H", "H", "H"], "xyz": [[-2.4457, -0.2271, -5.4519], [-2.1095, 0.4964, -4.3998], [-2.3215, 0.0374, -2.9892], [-3.2009, 0.9606, -2.2028], [-4.4986, 1.1979, -2.8930], [-5.4813, 1.8797, -1.9887], [-6.0766, 3.0214, -2.2802], [-2.5182, 2.2299, -1.8295], [-1.8882, 2.1085, -0.4416], [-1.1064, 0.9383, -0.4425], [-0.2550, 0.6987, 0.6284], [-0.2243, 1.4549, 1.7884], [0.6631, 1.0963, 2.7928], [1.5093, 0.0164, 2.6554], [1.4812, -0.7351, 1.4804], [2.2302, -1.8410, 1.2641], [3.4175, -2.0318, 1.9488], [4.3471, -1.0126, 2.1136], [5.5488, -1.2824, 2.7434], [5.8296, -2.5591, 3.2000], [4.9058, -3.5747, 3.0190], [3.6988, -3.3162, 2.3953], [0.5886, -0.3894, 0.4703], [-2.2456, 0.1077, -6.4540], [-2.9155, -1.1924, -5.3589], [-1.6160, 1.4487, -4.5320], [-1.3685, -0.0238, -2.4566], [-2.7869, -0.9506, -2.9923], [-3.4025, 0.4786, -1.3189], [-4.3089, 1.7950, -3.7867], [-4.8949, 0.2269, -3.2039], [-5.7091, 1.3563, -1.0695], [-6.8004, 3.4651, -1.6203], [-5.8826, 3.5495, -3.1994], [-1.7476, 2.4437, -2.5694], [-3.2471, 3.0420, -1.8232], [-2.6722, 2.0502, 0.3293], [-1.2771, 2.9981, -0.2460], [-0.8728, 2.3035, 1.9333], [0.6843, 1.6738, 3.7037], [2.1806, -0.2559, 3.4546], [4.1317, -0.0211, 1.7419], [6.2702, -0.4897, 2.8712], [6.7688, -2.7625, 3.6903], [5.1228, -4.5730, 3.3667], [2.9688, -4.0959, 2.2439], [0.5602, -0.9758, -0.4335]], "forces_ev_per_a": [[-0.01, -0.01, -0.01], [-0.10, 0.10, 0.23], [0.63, -0.55, -0.49], [-0.12, -0.19, 0.34], [-0.83, 0.24, -0.24], [0.26, -0.17, -0.03], [-0.02, 0.01, 0.00], [0.61, 0.53, 0.54], [-0.07, 0.10, -0.02], [0.08, -0.01, 0.02], [0.13, -0.16, 0.13], [-0.27, 0.18, -0.22], [0.03, -0.08, -0.09], [0.14, -0.20, 0.08], [-0.46, 0.46, 0.01], [0.03, -0.18, -0.13], [0.46, -0.12, 0.24], [-0.24, 0.00, -0.20], [0.00, -0.02, 0.03], [0.09, -0.03, 0.05], [0.05, 0.04, 0.02], [-0.29, 0.21, -0.14], [0.11, -0.07, 0.04], [0.09, 0.11, -0.19], [-0.12, -0.20, 0.09], [0.09, 0.12, -0.10], [-0.27, 0.03, 0.02], [-0.06, 0.11, 0.12], [0.03, 0.01, -0.16], [0.08, -0.12, 0.09], [0.21, 0.01, -0.01], [-0.13, -0.04, 0.18], [-0.16, 0.04, 0.16], [0.10, 0.08, -0.21], [-0.12, -0.08, -0.02], [0.05, -0.14, -0.04], [0.08, 0.04, -0.06], [-0.13, -0.05, -0.04], [-0.09, 0.09, 0.00], [0.01, 0.04, 0.09], [0.04, 0.00, 0.05], [0.00, 0.06, -0.02], [0.06, 0.07, 0.01], [0.09, -0.02, 0.04], [0.01, -0.09, 0.03], [-0.09, -0.08, -0.02], [0.01, -0.08, -0.13]], "mulliken_charge": [-0.82, -0.08, -0.27, 0.12, -0.54, -0.18, -0.76, -0.80, -0.78, -0.08, 0.59, -0.65, -0.95, -0.37, 0.31, -0.41, 0.42, -0.11, -0.58, -0.52, -0.46, -0.60, -0.46, 0.29, 0.27, 0.29, 0.04, 0.49, 0.37, 0.45, 0.38, 0.31, 0.29, 0.27, 0.25, 0.44, 0.46, 0.60, 0.39, 0.38, 0.53, 0.47, 0.37, 0.39, 0.38, 0.41, 0.44], "lumo_energy_ev": -2.47, "total_energy_ha": -981.4456, "fmax_ha_per_bohr": 0.019, "smiles": "C=CC[NH+](CC=C)CCOc1cccc(Oc2ccccc2)c1", "charge": 1, "relative_energy_kcal_mol": 68.55}